# 1
DFT (ωB97M-V with the def2-TZVPD basis set) results for C31H33FN4O2S in the gas phase.

Last column: Löwdin charge in e.
Geometry (Å):
H -0.78287 0.75265 -1.31624  0.10
C -2.73478 -0.14688 -1.12968  -0.17
C -0.57109 3.28129 -1.32359  -0.04
C 9.06556 0.57077 -1.05376  -0.09
H 7.18246 -1.32018 2.45673  0.12
C 5.18780 0.16291 0.44549  -0.17
C 0.88031 -1.15082 -1.00466  -0.45
C -2.71150 2.14173 -1.99477  -0.08
C -9.86036 -1.76378 1.77402  -0.08
H 1.13901 -2.73769 0.26234  0.13
C -3.37352 -1.36140 -0.86327  -0.43
H -8.45967 1.30739 1.83300  0.11
O 1.39544 -0.24030 -1.62797  0.07
H 4.44367 0.92972 0.66869  0.13
H 5.58240 -2.95167 1.54712  0.12
H -3.17355 -3.44404 -0.48846  0.10
H 6.54533 0.91905 1.93006  0.12
H -10.24490 0.00917 2.91270  0.10
C 0.21263 3.96371 -0.41160  0.00
C -0.31261 4.24375 0.83631  -0.28
N 1.60461 -2.09456 -0.35691  0.06
C -4.76899 1.24194 -1.14911  -0.43
H -7.50759 -2.06214 -0.62414  0.06
H 1.21730 4.27007 -0.65478  0.12
C -0.60210 -1.30354 -0.92545  -0.12
C -1.59624 3.86971 1.18834  0.00
C -9.63364 -0.44793 2.14834  -0.08
H -3.37579 2.90337 0.52061  0.12
C 5.84583 -2.07208 0.95484  -0.18
H 7.98305 -2.32005 1.22748  0.12
H 3.35507 -1.32378 -1.05706  0.11
C 3.49148 -1.45790 1.10754  -0.18
H 9.86745 0.61121 -0.32218  0.07
C -1.25885 -2.50998 -0.70122  -0.03
C 8.07070 -0.52070 -0.66692  -0.26
C 6.57785 0.65848 0.86836  -0.17
C -8.63328 0.28175 1.54066  -0.03
H 3.47346 -2.99660 -0.44450  0.12
H 6.84038 1.55099 0.30026  0.11
H 2.86386 -0.59459 1.34860  0.12
H 7.24568 -0.53341 -1.39609  0.11
C -1.34303 -0.14926 -1.14172  0.07
H -3.47437 2.82301 -2.38778  0.13
H -0.16773 3.05035 -2.29858  0.12
C -6.77993 0.52234 -0.02780  -0.04
N -3.44165 1.01988 -1.41518  0.02
O -5.26529 2.33582 -1.36131  0.07
H -10.64681 -2.33404 2.24555  0.10
C 7.22375 -1.55195 1.38819  -0.18
H 8.58579 1.54493 -1.09213  0.06
H 3.32725 -2.22463 1.87316  0.12
C -1.86252 2.88498 -0.99447  -0.22
H 5.88422 -2.36593 -0.10915  0.12
H -1.97704 4.11103 2.16803  0.12
C 3.04137 -2.00794 -0.26600  -0.16
F 0.44885 4.90122 1.73677  0.05
C -9.08379 -2.33687 0.78111  -0.08
H -0.71580 -3.43443 -0.57884  0.11
H 8.57679 -1.48780 -0.72403  0.11
H -2.10223 1.77423 -2.82419  0.14
C -2.36766 3.19055 0.26341  -0.01
H 9.48803 0.35814 -2.03274  0.07
C -8.07462 -1.61238 0.17524  -0.06
N 4.86565 -1.03276 1.20260  -0.18
N 7.61779 -0.33927 0.70274  -0.18
H -6.94195 1.59276 0.03003  0.12
C -7.82074 -0.29302 0.55574  -0.22
H 5.17623 -0.01704 -0.64292  0.11
S -5.12113 -1.51751 -0.79180  1.09
C -5.61242 0.15877 -0.59838  -0.39
C -2.63703 -2.52427 -0.66530  -0.10
H -9.26991 -3.35450 0.47058  0.10

lowest unoccupied orbital energy	-0.035	eV
SMILES	CCN1CCN(CCNC(=O)c2ccc3c(c2)N(Cc2ccc(F)cc2)C(=O)/C(=C/c2ccccc2)S3)CC1

=====

# 2
DFT (ωB97M-V with the def2-TZVPD basis set) results for C31H33FeN19O2 as an isolated structure.

Last column: Löwdin charge in e.
Geometry (Å):
N 0.07973 -2.88938 2.88539  -0.06
H 4.08040 -2.33685 1.37226  0.14
H -2.15983 1.58241 -4.94985  0.15
C 5.03718 1.98036 -0.04449  -0.45
H 0.10566 -0.88722 -1.80158  0.10
H 3.63892 2.94022 2.19220  0.12
H 2.16440 -0.89032 2.95051  0.08
N -2.62237 2.35077 -4.50072  0.16
H 2.88616 -3.29837 0.34702  0.09
N 0.54005 1.10137 2.74004  -0.07
H -4.32665 0.49698 3.01229  0.11
C -0.24090 -4.93707 -1.01603  0.01
H 2.35426 1.81629 1.84001  0.08
H 4.84437 0.59148 -1.43666  0.08
C 3.43608 1.92820 1.83114  -0.14
H -3.41424 2.89096 -7.23987  0.11
C 4.07726 0.88794 2.77380  -0.15
C 3.17752 -0.86321 0.13108  -0.66
H 5.06871 -0.97783 2.99984  0.12
H 3.34321 0.71333 3.56631  0.10
N 0.24321 1.69867 3.84383  -0.07
C -1.97381 2.13018 -0.82598  0.01
H 5.34439 -0.25827 1.43374  0.11
C -0.50802 -0.02872 -1.54707  -0.14
N -0.91366 -1.46768 4.53898  0.14
H -1.18142 -5.33640 -1.36601  0.12
C -3.80683 -1.75779 -0.08522  -0.02
C -5.00920 5.46236 -5.65094  -0.10
H 3.09661 -5.39151 -0.91465  0.11
C -0.24706 -3.76261 -0.28819  -0.29
C -4.18410 -0.13193 2.14344  -0.06
H -1.22231 -1.44564 5.49657  0.14
N -1.51726 -3.16019 -0.07990  0.12
N 5.34175 1.46732 -1.24253  0.20
C -0.37555 -0.30276 4.03916  -0.49
N 0.23617 -4.23514 2.79132  -0.05
C -1.14587 0.69745 -2.53871  -0.01
C 2.11930 -4.95712 -0.75971  -0.03
C 3.55975 -1.38896 1.52098  -0.25
N -0.34216 0.84391 4.69934  0.04
N 2.32687 -1.63908 2.28350  0.03
C -4.56583 4.62424 -6.68745  -0.10
C -2.78316 -1.57154 0.83865  -0.23
H 3.17172 1.30457 -0.15941  0.13
H -1.03399 0.38446 -3.56930  0.10
O 1.98501 -0.50257 0.02798  -0.04
N 5.95548 2.64834 0.67425  0.21
H 1.02296 -6.48314 -1.80589  0.11
N -1.49315 -2.18327 0.67484  0.05
H -4.86876 4.83761 -7.70424  0.10
N 0.14978 -0.19176 2.81742  -0.05
C -1.90537 1.80432 -2.17406  -0.14
C -2.96317 -0.75872 1.94380  -0.02
H -6.15658 0.19443 1.37136  0.10
H -5.64481 6.30398 -5.89298  0.10
N -3.33209 3.68196 -2.85883  0.18
Fe 0.57429 -1.62159 1.46724  0.47
H -2.54981 2.98693 -0.50599  0.11
H 5.66309 3.19324 1.46642  0.11
H 4.93478 1.33067 3.28678  0.10
C 2.00731 -3.77566 -0.04639  -0.08
C -3.75326 3.53540 -6.43904  -0.03
H -3.64269 -2.38789 -0.94725  0.10
C -0.53944 -2.70579 4.04586  -0.46
N 0.84257 -3.17914 0.19892  0.07
H -2.15327 -0.62753 2.63978  0.07
C -5.01618 -1.11560 0.11095  -0.08
C -3.39912 3.31273 -5.11221  -0.19
N -0.76578 -3.84493 4.67285  0.03
H 6.86630 2.82591 0.29325  0.12
H 2.36547 -2.50208 2.81715  0.11
N -0.58899 0.26375 -0.25378  0.05
C -2.62597 2.62759 -3.15640  -0.28
N -0.26108 -4.78037 3.84572  -0.09
H -5.81459 -1.24484 -0.60804  0.10
C -4.65182 5.23302 -4.33797  -0.02
O 4.07043 -0.79919 -0.74357  -0.03
H -1.34132 1.56434 1.14630  0.09
C -3.83250 4.13738 -4.06711  -0.23
H 6.29461 1.52746 -1.55750  0.12
C -5.20745 -0.30511 1.22519  -0.08
C -1.30420 1.33366 0.08938  -0.12
C 0.97365 -5.55618 -1.25088  -0.04
C 4.57365 -0.44253 2.18592  -0.12
H -4.99065 5.87365 -3.53482  0.11
N 3.82319 1.81364 0.42846  0.10

lowest unoccupied orbital energy	-0.787	eV

=====

# 3
DFT (ωB97M-V with the def2-TZVPD basis set) results for C31H34AsCl3N8O3SV as an isolated structure.

Last column: Löwdin charge in e.
Geometry (Å):
H 2.44047 0.29432 0.19657  0.06
S -2.30811 2.13878 2.52860  0.61
H -0.00681 6.34588 -1.97698  0.00
N 1.72395 -1.57879 2.16737  -0.20
C -1.78807 0.34857 -4.61926  -0.68
H 3.20993 0.87432 -1.27336  0.08
H -2.71990 -1.43436 -3.81710  0.10
H -1.70770 3.76728 -1.23227  0.00
O 1.50779 -2.42941 1.17614  -0.23
C 2.79966 -1.85049 3.07072  -0.17
C -3.38927 4.89606 -0.05923  -0.11
N 1.00346 -0.54242 2.35042  0.03
C 3.15071 -1.99232 -1.54720  -0.29
C 2.23874 0.67554 -0.81119  -0.29
H -5.11521 2.49755 0.19585  0.09
Cl -0.38126 4.09965 -1.19846  0.98
C -2.17471 -0.52471 -3.61473  -0.15
C 1.49051 1.97706 -0.64573  -0.30
N -2.27680 -4.75302 2.45034  0.12
H 3.16305 3.08350 -1.34279  0.09
H 0.41611 -4.37112 -2.57828  0.11
H 3.27206 -3.67081 2.06693  0.11
Cl -2.16561 -0.08052 -6.27981  0.61
H -3.01782 -3.95537 4.30449  0.12
H -2.56136 -5.71191 2.54202  0.16
H 2.10322 5.04137 -1.81292  0.03
N -1.40356 -2.91151 1.64684  0.04
C -1.61264 -4.18863 1.41746  -0.25
H 0.94644 0.30888 -3.81342  0.00
C -2.15546 5.54074 0.57572  -0.29
C -1.10075 0.98683 -2.05749  -0.38
N -0.45797 -3.98055 -0.66410  0.04
As 1.52146 -0.92469 -1.67996  1.15
H 5.71852 -2.64901 5.44356  0.10
H -0.13960 2.49404 0.66619  0.09
H -1.21155 4.75775 2.36977  0.13
H 0.01058 5.87732 0.31465  0.10
H 4.39584 -0.58005 5.75032  0.11
H -3.63582 1.50517 0.20588  0.05
H 5.15915 -4.19834 3.59827  0.10
C -0.74844 1.90543 -3.03355  -0.04
H 1.26117 -1.40583 -4.14125  0.03
H -0.91531 2.19423 -5.17206  0.08
H -3.37888 4.97081 -1.14599  0.11
O -0.81003 1.12591 -0.67239  -0.14
C 2.15000 3.19224 -0.95252  -0.20
C -1.12337 1.53928 -4.32992  -0.19
V -0.18188 -1.92719 0.11472  0.48
C -4.07108 2.44484 -0.12510  -0.05
C 3.53112 -3.01189 2.88148  -0.02
O 0.07516 -0.40104 1.49743  -0.23
H 3.40074 -2.14279 -0.49916  0.01
H 2.97934 -2.96796 -2.00431  0.02
C 4.15334 -1.26495 4.94865  -0.08
C -0.12657 -4.76534 -1.73676  -0.09
C -0.89922 5.69026 -0.25997  -0.43
C -1.11789 -4.75462 0.17491  -0.25
N -2.01236 4.70250 1.76272  0.06
Cl -2.35305 -1.22247 -0.99293  0.75
C -1.82408 -0.15699 -2.32631  -0.54
H 3.97154 -1.49514 -2.06426  0.03
H -0.53898 -6.91772 -2.14030  0.12
H -1.91455 -1.62965 3.27674  0.12
C 1.58931 -0.53374 -3.57590  -0.26
H -1.68404 -6.79104 0.11598  0.16
H -4.30183 5.36965 0.31946  0.13
C -1.00812 6.01413 -1.67041  -0.09
C 3.10237 -0.96573 4.09977  -0.02
C 0.13698 2.00347 -0.26462  -0.26
H -2.37452 6.57615 0.85688  0.15
C -1.95130 -2.62605 2.86791  -0.07
C -2.49832 -3.76205 3.38374  -0.05
C 1.60350 4.46832 -1.01644  -0.21
N -1.22343 -6.00919 -0.31473  0.12
H 2.52357 -0.06296 4.22386  0.11
H -4.02295 2.49363 -1.21440  0.10
C -0.59196 -6.02863 -1.53905  -0.06
C 4.58270 -3.29397 3.74275  -0.08
H 2.61963 -0.29551 -3.84072  0.03
C 4.89664 -2.42658 4.77617  -0.09
N -3.29406 3.52737 0.42730  -0.18
C -2.55258 3.45826 1.54869  -0.87

lowest unoccupied orbital energy (spin up / spin down)	-0.553 / -0.553	eV
multiplicity	4

=====

Results for F_max: 0.846, 1.314, 1.101 (in eV/A, following the order of the records).
Results for energy above the lowest of the compared OMol25 structures with the same formula, charge and spin: 27.2, 0.0, 1493.4 (in kJ/mol, following the order of the records).